Density functional theory data (ωB97M-V/def2-TZVPD) for a 12-piece molecular cluster, C51H98BNO43P5 overall at a distorted geometry.

Frontier orbital gap = 9.36 eV
M = 1578.99 g mol⁻¹
Lowest unoccupied orbital energy = 1.1 eV
Net charge = -1

CARTESIAN COORDINATES (ANGSTROEM)
O  0.043  0.316  0.443
C  0.828  0.581  -0.471
O  2.042  0.208  -0.519
B  2.754  0.558  -1.787
O  1.704  1.218  -2.566
C  0.579  1.247  -1.865
O  -0.444  1.751  -2.279
O  3.317  -0.613  -2.566
C  4.606  -0.393  -2.889
O  5.434  -1.146  -3.471
C  4.998  1.015  -2.380
O  3.966  1.443  -1.632
O  6.082  1.593  -2.565
C  4.717  0.984  4.341
C  4.413  0.997  5.755
N  4.086  1.036  6.845
H  5.599  1.605  4.187
H  4.030  1.489  3.662
H  5.120  -0.011  4.150
C  7.841  4.728  1.057
C  6.979  5.771  1.734
O  5.740  5.858  1.056
P  5.178  7.299  0.666
O  4.745  8.129  1.788
O  6.357  7.851  -0.243
C  6.600  7.166  -1.437
C  6.494  8.129  -2.657
O  3.968  6.941  -0.402
C  2.675  6.458  0.093
C  2.836  5.416  1.068
H  7.901  4.799  -0.029
H  8.812  4.651  1.546
H  7.381  3.757  1.240
H  6.781  5.246  2.668
H  7.563  6.667  1.941
H  7.644  6.864  -1.352
H  5.988  6.273  -1.559
H  5.534  8.592  -2.882
H  7.279  8.885  -2.648
H  6.828  7.536  -3.509
H  1.987  7.220  0.458
H  2.142  6.000  -0.740
H  1.945  4.811  1.235
H  3.686  4.830  0.718
H  3.022  5.958  1.995
C  1.326  -1.464  -7.842
C  0.714  -2.713  -7.189
O  -0.679  -2.723  -7.461
P  -1.684  -3.760  -6.719
O  -1.565  -5.175  -7.154
O  -1.368  -3.388  -5.180
C  -0.343  -4.131  -4.431
C  -0.907  -5.019  -3.341
O  -3.129  -3.133  -6.927
C  -4.079  -3.904  -7.682
C  -4.873  -2.799  -8.402
H  0.860  -0.556  -7.460
H  2.410  -1.498  -7.730
H  1.112  -1.404  -8.909
H  1.096  -3.617  -7.664
H  1.029  -2.728  -6.145
H  0.363  -4.698  -5.038
H  0.229  -3.411  -3.846
H  -1.666  -4.496  -2.759
H  -1.413  -5.900  -3.736
H  -0.070  -5.509  -2.843
H  -3.720  -4.577  -8.461
H  -4.771  -4.571  -7.168
H  -4.331  -2.129  -9.070
H  -5.736  -3.219  -8.920
H  -5.147  -2.163  -7.560
C  -8.964  3.351  9.672
C  -8.504  4.515  8.853
O  -7.166  4.399  8.499
P  -6.552  5.452  7.502
O  -7.193  6.794  7.455
O  -6.518  4.681  6.071
C  -6.096  3.308  6.057
C  -5.370  2.893  4.728
O  -4.961  5.402  7.980
C  -3.984  6.233  7.417
C  -2.957  5.500  6.489
H  -9.738  3.759  10.322
H  -9.260  2.531  9.018
H  -8.185  2.974  10.334
H  -9.159  4.611  7.987
H  -8.579  5.412  9.467
H  -5.347  3.160  6.835
H  -6.938  2.689  6.369
H  -6.029  3.180  3.908
H  -4.351  3.212  4.507
H  -5.504  1.815  4.645
H  -4.365  7.091  6.864
H  -3.420  6.686  8.232
H  -3.490  5.016  5.671
H  -2.130  6.101  6.111
H  -2.725  4.630  7.103
C  3.254  -8.674  -5.638
C  3.859  -8.068  -4.307
O  3.242  -8.457  -3.054
P  4.129  -8.530  -1.687
O  5.354  -9.346  -1.641
O  2.956  -9.105  -0.680
C  2.681  -10.516  -0.543
C  1.409  -10.882  -1.360
O  4.246  -6.972  -1.313
C  4.981  -6.422  -0.288
C  3.983  -5.758  0.642
H  4.026  -8.921  -6.367
H  2.616  -9.544  -5.478
H  2.630  -7.994  -6.217
H  4.914  -8.333  -4.374
H  3.825  -6.979  -4.300
H  3.567  -11.110  -0.764
H  2.352  -10.721  0.476
H  1.553  -10.373  -2.313
H  1.287  -11.931  -1.630
H  0.545  -10.464  -0.843
H  5.677  -7.105  0.199
H  5.515  -5.571  -0.711
H  3.295  -6.324  1.270
H  4.493  -5.128  1.371
H  3.395  -5.047  0.062
C  -4.587  -6.829  9.761
C  -3.310  -6.305  10.442
O  -2.405  -5.871  9.354
P  -1.869  -4.364  9.398
O  -1.050  -4.065  10.611
O  -1.028  -4.258  8.008
C  -0.407  -3.001  7.579
C  -1.056  -2.638  6.220
O  -3.122  -3.371  9.170
C  -3.896  -2.887  10.285
C  -4.787  -1.760  9.911
H  -5.270  -7.213  10.519
H  -5.062  -6.088  9.118
H  -4.400  -7.618  9.033
H  -3.603  -5.552  11.174
H  -2.907  -7.044  11.134
H  -0.700  -2.158  8.205
H  0.679  -3.065  7.512
H  -2.110  -2.683  6.498
H  -0.845  -1.595  5.986
H  -0.892  -3.234  5.323
H  -4.521  -3.672  10.712
H  -3.268  -2.506  11.090
H  -5.284  -2.040  8.982
H  -5.439  -1.473  10.735
H  -4.187  -0.883  9.667
C  -5.362  5.759  -0.425
C  -6.380  6.334  0.547
O  -5.695  7.334  1.212
C  -4.331  7.232  0.999
O  -3.457  7.936  1.551
O  -4.116  6.231  0.062
H  -5.477  6.222  -1.405
H  -5.473  4.697  -0.644
H  -6.702  5.601  1.287
H  -7.146  6.883  0.001
C  1.702  5.838  -5.769
C  2.847  5.429  -6.631
O  2.348  5.706  -7.982
C  1.051  6.006  -7.937
O  0.328  6.209  -8.891
O  0.703  6.076  -6.659
H  2.039  6.741  -5.260
H  1.519  5.036  -5.054
H  3.148  4.382  -6.631
H  3.700  6.069  -6.402
C  -5.665  -1.448  -0.746
C  -4.851  -2.441  0.074
O  -5.463  -3.651  -0.373
C  -5.920  -3.424  -1.660
O  -6.231  -4.276  -2.506
O  -6.060  -2.115  -1.851
H  -5.082  -0.579  -1.052
H  -6.512  -1.007  -0.221
H  -5.231  -2.327  1.089
H  -3.780  -2.495  -0.122
C  10.017  -0.039  -6.595
C  10.742  -0.859  -5.541
O  12.018  -0.936  -6.100
C  12.137  -0.270  -7.271
O  13.208  -0.172  -7.802
O  10.978  0.304  -7.566
H  9.576  0.819  -6.087
H  9.241  -0.710  -6.963
H  10.324  -1.850  -5.362
H  10.554  -0.325  -4.609
C  -3.785  1.784  -7.647
C  -4.957  1.775  -6.683
O  -6.064  2.112  -7.508
C  -5.715  2.465  -8.760
O  -6.500  2.933  -9.559
O  -4.332  2.530  -8.788
H  -3.433  0.798  -7.953
H  -2.858  2.189  -7.242
H  -4.880  2.656  -6.045
H  -5.130  0.860  -6.118